## a
This record from the OMol25 dataset describes 11 unconnected molecules or ions with the total composition C66H165N11. The level of theory is ωB97M-V with the def2-TZVPD basis set.

ORCA input file:
```
! RIJCOSX wB97M-V def2-TZVPD def2/J DEFGRID3
* xyz 0 1
C 5.12205 -7.24059 -20.17260
C 4.07574 -6.18231 -19.74493
N 2.71266 -6.52828 -20.17475
C 1.70760 -5.65043 -19.57663
C 1.52406 -5.93841 -18.06785
C 2.64450 -6.65939 -21.65659
C 1.36651 -7.40243 -22.06177
H 6.07009 -6.95334 -19.71784
H 5.31821 -7.21153 -21.24441
H 4.84924 -8.24733 -19.85615
H 4.06238 -6.16783 -18.65510
H 4.25599 -5.12890 -19.95927
H 1.81684 -4.60381 -19.86079
H 0.73957 -5.91273 -20.00350
H 0.65393 -5.39806 -17.69502
H 1.38618 -6.99685 -17.84696
H 2.31449 -5.58692 -17.40469
H 3.41959 -7.27755 -22.10958
H 2.63403 -5.65444 -22.07856
H 1.30901 -8.29663 -21.44113
H 1.47484 -7.71345 -23.10082
H 0.44763 -6.81827 -22.01157
C 4.89726 -12.44100 -23.64184
C 6.00344 -13.53242 -23.62134
N 7.33464 -12.95471 -23.89840
C 8.27519 -13.86152 -24.61204
C 7.80045 -14.10621 -26.02665
C 7.95942 -12.43923 -22.64861
C 8.86976 -11.31715 -23.03395
H 3.94289 -12.84523 -23.30438
H 4.89487 -11.94251 -24.61117
H 5.07712 -11.63618 -22.92910
H 5.96682 -13.99744 -22.63619
H 5.76665 -14.26080 -24.39690
H 9.26375 -13.40268 -24.59432
H 8.36559 -14.83064 -24.12138
H 8.48178 -14.74841 -26.58475
H 6.86367 -14.66346 -26.03233
H 7.65334 -13.27577 -26.71718
H 8.49229 -13.21224 -22.09489
H 7.18585 -12.07287 -21.97373
H 9.71035 -11.64250 -23.64688
H 9.21365 -10.75194 -22.16771
H 8.29100 -10.58337 -23.59493
C 25.63150 -13.80768 -11.11982
C 24.09083 -14.00085 -11.34270
N 23.84145 -15.41789 -11.64060
C 24.28789 -16.38794 -10.62288
C 24.66123 -17.65594 -11.36959
C 22.43999 -15.66282 -11.91535
C 21.92909 -14.99222 -13.19905
H 25.83608 -13.88426 -10.05193
H 25.79384 -12.75791 -11.36423
H 26.37406 -14.28065 -11.76247
H 23.50584 -13.61305 -10.50873
H 23.78894 -13.52850 -12.27751
H 25.18092 -16.03014 -10.11046
H 23.52075 -16.61866 -9.88372
H 23.97370 -18.10613 -12.08565
H 25.42212 -17.33678 -12.08183
H 25.08016 -18.44976 -10.75117
H 21.79331 -15.40693 -11.07604
H 22.36125 -16.73953 -12.06569
H 21.81739 -13.91216 -13.10367
H 20.95634 -15.36615 -13.51847
H 22.67875 -15.18249 -13.96710
C 7.18444 -7.40149 -14.26324
C 7.23682 -6.87521 -12.85123
N 6.99691 -5.44810 -12.83946
C 5.62784 -5.11026 -13.19214
C 5.46151 -3.65068 -13.63998
C 7.40702 -4.75809 -11.62140
C 8.96763 -4.62088 -11.55254
H 6.14613 -7.51967 -14.57315
H 7.60113 -8.40852 -14.24396
H 7.79603 -6.82314 -14.95576
H 6.49329 -7.47353 -12.32465
H 8.21301 -7.04453 -12.39683
H 4.91953 -5.35019 -12.39916
H 5.28353 -5.61965 -14.09219
H 4.41096 -3.45619 -13.85588
H 6.14321 -3.44157 -14.46440
H 5.85536 -2.96274 -12.89184
H 7.05299 -3.74619 -11.42436
H 7.15702 -5.31889 -10.72078
H 9.42753 -5.56666 -11.26601
H 9.36204 -4.17072 -12.46353
H 9.14694 -3.92670 -10.73153
C 14.65100 -8.12515 -13.48088
C 15.48738 -8.19788 -14.71228
N 14.86713 -9.00471 -15.80172
C 13.81152 -8.19806 -16.44997
C 12.78447 -9.06010 -17.19462
C 15.85979 -9.46140 -16.80118
C 16.84468 -10.46462 -16.18591
H 15.29693 -7.75082 -12.68668
H 14.27453 -9.09898 -13.16780
H 13.76131 -7.52002 -13.65514
H 15.81783 -7.21783 -15.05636
H 16.44398 -8.60921 -14.39004
H 13.24207 -7.56731 -15.76734
H 14.33132 -7.50994 -17.11660
H 12.18830 -8.42117 -17.84612
H 13.26485 -9.81356 -17.81883
H 12.14713 -9.54236 -16.45346
H 16.29401 -8.59029 -17.29180
H 15.31219 -10.02502 -17.55653
H 17.26935 -11.02771 -17.01698
H 16.21242 -11.15754 -15.63074
H 17.61848 -10.05692 -15.53545
C 12.29486 -4.23724 -25.65821
C 13.77352 -4.61903 -25.95677
N 14.51803 -4.81119 -24.67332
C 14.05247 -6.01317 -23.94867
C 14.75388 -6.20534 -22.59883
C 15.98850 -4.84286 -24.99153
C 16.41734 -6.08796 -25.78772
H 11.85207 -3.78497 -26.54561
H 12.27723 -3.47717 -24.87713
H 11.72482 -5.09734 -25.30695
H 13.75317 -5.49550 -26.60445
H 14.21590 -3.75776 -26.45738
H 13.00049 -5.87809 -23.69727
H 14.23982 -6.90701 -24.54369
H 14.39140 -7.09913 -22.09105
H 15.78984 -6.48653 -22.78811
H 14.60714 -5.35341 -21.93492
H 16.60522 -4.72143 -24.10102
H 16.23087 -3.98887 -25.62403
H 15.84302 -6.16203 -26.71117
H 16.31350 -7.04926 -25.28451
H 17.49324 -6.04758 -25.95773
C 19.45008 -4.05437 -18.16150
C 20.72161 -3.32964 -18.47418
N 20.73911 -2.06676 -17.73323
C 19.86599 -1.03624 -18.31412
C 20.23550 -0.67191 -19.76494
C 22.07171 -1.58562 -17.37515
C 22.01111 -0.47641 -16.32286
H 19.58584 -5.05740 -18.56596
H 18.68514 -3.71209 -18.85850
H 19.17874 -4.03949 -17.10591
H 21.43234 -4.04474 -18.05994
H 20.88992 -3.20185 -19.54350
H 18.84711 -1.40483 -18.19523
H 19.77488 -0.12862 -17.71744
H 20.04041 -1.46859 -20.48282
H 19.72524 0.25128 -20.03963
H 21.31243 -0.50505 -19.78706
H 22.53326 -1.22243 -18.29339
H 22.68578 -2.41712 -17.02927
H 23.00046 -0.07330 -16.10653
H 21.61278 -0.84915 -15.37920
H 21.37228 0.33206 -16.67833
C 17.97915 -3.66143 -10.47301
C 19.15095 -4.60159 -10.69295
N 19.13922 -5.91506 -10.06628
C 19.99382 -6.86580 -10.80856
C 19.71598 -8.31390 -10.30534
C 19.22443 -5.87287 -8.62711
C 20.70178 -5.54882 -8.21532
H 17.06772 -4.11964 -10.85698
H 18.12784 -2.74123 -11.03802
H 17.76793 -3.41830 -9.43168
H 19.17779 -4.68219 -11.77964
H 20.05260 -4.05317 -10.42027
H 21.04502 -6.58599 -10.73959
H 19.70605 -6.72029 -11.84977
H 19.93698 -8.52281 -9.25862
H 20.20464 -9.07176 -10.91767
H 18.64804 -8.51264 -10.39528
H 18.57504 -5.07407 -8.26886
H 18.88239 -6.80152 -8.17025
H 21.07776 -4.59590 -8.58770
H 20.87090 -5.66865 -7.14521
H 21.35042 -6.35571 -8.55633
C 10.03435 -3.08724 -17.57465
C 11.35168 -2.39712 -17.13361
N 12.35544 -2.10903 -18.15144
C 13.57917 -1.67816 -17.46921
C 14.17182 -2.60209 -16.42188
C 11.91959 -1.14756 -19.16234
C 12.84464 -1.15245 -20.39265
H 9.50968 -3.39694 -16.67082
H 10.23287 -3.94036 -18.22340
H 9.44957 -2.36873 -18.14900
H 11.14091 -1.55866 -16.46981
H 11.77562 -3.10847 -16.42484
H 14.42441 -1.55462 -18.14629
H 13.36420 -0.72416 -16.98778
H 13.47946 -2.79443 -15.60226
H 14.35958 -3.56528 -16.89634
H 15.12686 -2.25294 -16.02932
H 11.74344 -0.13619 -18.79603
H 10.96351 -1.46089 -19.58167
H 13.80852 -0.67423 -20.21853
H 12.39420 -0.62507 -21.23353
H 13.00569 -2.18815 -20.69178
C 15.61923 -14.56306 -11.36276
C 14.43143 -13.61726 -11.74176
N 13.25957 -14.35909 -12.04986
C 12.05754 -13.43923 -12.03287
C 11.75373 -12.90001 -10.62872
C 13.36398 -15.00078 -13.39040
C 12.22384 -16.06854 -13.58936
H 16.05271 -15.18390 -12.14682
H 15.28001 -15.32187 -10.65760
H 16.44303 -14.00294 -10.92037
H 14.33082 -13.00803 -10.84353
H 14.74005 -12.90724 -12.50905
H 12.20870 -12.67635 -12.79659
H 11.16337 -14.00112 -12.30278
H 11.94906 -13.64561 -9.85799
H 12.33536 -12.00617 -10.40321
H 10.69357 -12.65336 -10.57108
H 14.34228 -15.44537 -13.57304
H 13.26638 -14.21738 -14.14197
H 12.37852 -16.63670 -14.50662
H 11.19191 -15.72267 -13.52943
H 12.44445 -16.82835 -12.83960
C 17.86373 -15.27003 -24.61140
C 16.64290 -14.54851 -23.99761
N 17.00051 -13.60353 -22.96929
C 17.58745 -12.37206 -23.51775
C 18.17437 -11.43872 -22.46623
C 15.93333 -13.36555 -22.00093
C 14.78043 -12.61284 -22.55883
H 18.41454 -14.63103 -25.30161
H 17.53777 -16.14262 -25.17747
H 18.51753 -15.57494 -23.79429
H 15.99220 -14.09599 -24.74588
H 16.02079 -15.35095 -23.60116
H 18.45025 -12.54045 -24.16220
H 16.83288 -11.82977 -24.08754
H 18.73635 -10.59824 -22.87351
H 17.42481 -10.94112 -21.85088
H 18.86877 -12.02204 -21.86155
H 16.28583 -12.86249 -21.10050
H 15.57733 -14.33997 -21.66646
H 14.37753 -13.16993 -23.40466
H 15.04265 -11.65764 -23.01372
H 14.02713 -12.40438 -21.79910
*
```

As for the SMILES: CCN(CC)CC.CCN(CC)CC.CCN(CC)CC.CCN(CC)CC.CCN(CC)CC.CCN(CC)CC.CCN(CC)CC.CCN(CC)CC.CCN(CC)CC.CCN(CC)CC.CCN(CC)CC. For the HOMO energy, the calculation gives -8.06 eV. The LUMO energy is 0.26 eV. The frontier orbital gap comes out at 8.3 eV.

Mulliken atomic charge list, values in e, 6 entries:
1. C -1.28
2. C -0.49
3. N 0.11
4. C -0.45
5. C -1.26
6. C -0.28

---

## b
This record from the OMol25 dataset describes 11 unconnected molecules or ions with the total composition C66H165N11. The level of theory is ωB97M-V with the def2-TZVPD basis set.

ORCA input file:
```
! RIJCOSX wB97M-V def2-TZVPD def2/J DEFGRID3
* xyz 0 1
C 30.83249 -11.38986 9.92696
C 31.20830 -11.70382 8.41920
N 30.56577 -12.89548 7.87163
C 31.11099 -14.06016 8.53855
C 30.29379 -15.32182 8.46606
C 31.01238 -13.00957 6.43599
C 30.14753 -12.23872 5.49142
H 31.28476 -12.03409 10.68097
H 29.75759 -11.32490 10.09567
H 31.19331 -10.37984 10.12130
H 30.96388 -10.80877 7.84716
H 32.28757 -11.71124 8.26677
H 32.14076 -14.20907 8.21376
H 31.15707 -13.86978 9.61080
H 30.75141 -16.04941 9.13635
H 29.27437 -15.13158 8.80178
H 30.31275 -15.62379 7.41890
H 30.99992 -14.04613 6.09909
H 32.04624 -12.70809 6.26771
H 30.25376 -11.16236 5.62664
H 29.09365 -12.51166 5.54579
H 30.44084 -12.32909 4.44552
C 27.47114 -1.89082 -1.19174
C 27.47661 -1.16482 -2.55787
N 27.80905 -2.00856 -3.69640
C 27.55195 -1.22405 -4.93299
C 28.50071 -0.05525 -5.16455
C 29.14587 -2.56838 -3.59546
C 29.43190 -3.47135 -4.81239
H 28.44699 -2.28510 -0.90823
H 26.79880 -2.74681 -1.13398
H 27.09712 -1.22504 -0.41397
H 26.49278 -0.72617 -2.72453
H 28.26154 -0.41299 -2.47579
H 27.54581 -1.86673 -5.81336
H 26.54118 -0.81637 -4.94833
H 28.23127 0.47133 -6.08009
H 28.46976 0.69083 -4.37051
H 29.52024 -0.41916 -5.29193
H 29.15592 -3.27940 -2.76937
H 29.91652 -1.80521 -3.48694
H 30.16649 -4.21447 -4.50215
H 29.87818 -2.88398 -5.61486
H 28.59240 -4.03604 -5.21791
C 29.21939 -8.85198 16.70820
C 28.55713 -9.60355 15.59718
N 27.13338 -9.81645 15.97365
C 26.31719 -10.21858 14.83173
C 26.01551 -9.11879 13.80180
C 27.03748 -10.82495 17.04686
C 25.69621 -10.75620 17.72686
H 28.56194 -8.10606 17.15480
H 30.14846 -8.37757 16.39219
H 29.52442 -9.51803 17.51532
H 28.61703 -8.93483 14.73849
H 29.01456 -10.55631 15.33050
H 26.85476 -11.03468 14.34893
H 25.39158 -10.68117 15.17434
H 26.88997 -8.79642 13.23655
H 25.15110 -9.29589 13.16186
H 25.67461 -8.25702 14.37561
H 27.69116 -10.57269 17.88184
H 27.33494 -11.82844 16.74251
H 25.37563 -9.71816 17.81518
H 25.70282 -11.17097 18.73484
H 24.88325 -11.22030 17.16847
C 21.86849 -0.10824 4.60146
C 21.58616 -1.08676 3.45346
N 20.73265 -0.54087 2.37827
C 21.35398 0.52918 1.57639
C 22.86578 0.36801 1.13773
C 19.35384 -0.27219 2.74504
C 18.41535 0.10847 1.56958
H 22.62869 -0.49715 5.27892
H 20.97122 0.15590 5.16114
H 22.24216 0.81138 4.15118
H 22.51860 -1.47329 3.04207
H 21.02185 -1.88088 3.94235
H 21.20656 1.45505 2.13240
H 20.81325 0.69087 0.64388
H 23.15664 1.29283 0.63952
H 23.06385 -0.46197 0.45949
H 23.50219 0.28014 2.01827
H 18.88170 -1.18582 3.10624
H 19.25816 0.53817 3.46771
H 18.42328 -0.55679 0.70617
H 17.39432 0.15035 1.94887
H 18.69818 1.09406 1.19985
C 23.50728 -3.91462 14.54331
C 23.22373 -4.61674 15.84299
N 23.50951 -3.85915 17.01866
C 24.92242 -3.49621 17.15247
C 25.89937 -4.67184 17.29631
C 22.93042 -4.43191 18.23891
C 21.39953 -4.19330 18.30570
H 23.09268 -2.90688 14.56943
H 23.03418 -4.41443 13.69805
H 24.57429 -3.83550 14.33516
H 22.18014 -4.89436 15.69480
H 23.82169 -5.52700 15.88738
H 25.25407 -2.94668 16.27149
H 25.10504 -2.81194 17.98104
H 25.75767 -5.18048 18.24989
H 25.83142 -5.33394 16.43312
H 26.93975 -4.34671 17.29315
H 23.41121 -3.92840 19.07760
H 23.05705 -5.51257 18.30399
H 20.91587 -4.70791 19.13597
H 20.86167 -4.38905 17.37808
H 21.20002 -3.13367 18.46527
C 29.94051 -3.39324 13.73272
C 29.90963 -1.90252 13.87135
N 29.95696 -1.19972 12.57192
C 28.74772 -1.40717 11.70847
C 27.43834 -0.68729 12.27739
C 30.35473 0.24033 12.72955
C 30.83381 0.88319 11.46836
H 29.00799 -3.89280 13.47012
H 30.26451 -3.87852 14.65340
H 30.72343 -3.67467 13.02849
H 29.08993 -1.52717 14.48396
H 30.79494 -1.58484 14.42217
H 29.00171 -0.98470 10.73630
H 28.67587 -2.48408 11.55613
H 27.57307 0.36856 12.04254
H 26.49255 -1.01307 11.84443
H 27.39475 -0.78160 13.36242
H 31.22771 0.17291 13.37876
H 29.60761 0.85688 13.22934
H 31.24998 1.86684 11.68595
H 30.00011 1.12051 10.80751
H 31.63822 0.30821 11.00961
C 23.20392 -8.83620 -0.05346
C 24.49694 -8.09218 -0.18709
N 25.63294 -9.00708 -0.43848
C 25.78963 -10.00752 0.61042
C 26.69228 -11.17833 0.13112
C 26.84497 -8.21820 -0.77928
C 26.74946 -7.52702 -2.09948
H 22.39498 -8.10837 0.00953
H 23.10065 -9.46683 0.82958
H 22.98004 -9.42501 -0.94300
H 24.35301 -7.36734 -0.98833
H 24.72490 -7.53702 0.72282
H 26.16326 -9.58152 1.54157
H 24.81800 -10.44033 0.84854
H 26.79047 -11.96207 0.88227
H 26.42032 -11.57063 -0.84879
H 27.72065 -10.82807 0.04243
H 27.68466 -8.91316 -0.78550
H 27.01661 -7.51635 0.03683
H 26.30609 -8.21432 -2.82000
H 27.64557 -7.14468 -2.58825
H 26.18529 -6.60085 -1.98981
C 25.04963 -4.82650 8.59757
C 26.39394 -5.16305 8.12555
N 26.38997 -6.17838 7.04119
C 25.77176 -5.86531 5.75109
C 26.39423 -4.68815 4.98815
C 25.95318 -7.47536 7.54916
C 26.46994 -8.64195 6.64072
H 25.12728 -4.06072 9.36936
H 24.54545 -5.71694 8.97310
H 24.33670 -4.41796 7.88139
H 26.88130 -4.25088 7.78133
H 26.99315 -5.45737 8.98719
H 24.69637 -5.75845 5.89327
H 25.77816 -6.71272 5.06556
H 25.93070 -4.55408 4.01078
H 27.44951 -4.85442 4.77171
H 26.23937 -3.73639 5.49636
H 26.23548 -7.55366 8.59906
H 24.87448 -7.46208 7.39306
H 26.32033 -8.50494 5.56976
H 27.53511 -8.76908 6.83394
H 25.94717 -9.58423 6.80481
C 33.20129 0.14112 4.49634
C 33.61517 -1.28667 4.04242
N 33.65806 -2.25869 5.14895
C 32.23414 -2.41375 5.58923
C 32.04764 -3.83968 6.03755
C 34.78246 -2.16646 6.12818
C 36.05520 -2.62404 5.42996
H 32.98071 0.77070 3.63432
H 34.00492 0.61037 5.06385
H 32.26786 0.11979 5.05880
H 32.96191 -1.55265 3.21138
H 34.58476 -1.15700 3.56163
H 31.83898 -1.63099 6.23668
H 31.57695 -2.24046 4.73706
H 32.62220 -4.08240 6.93144
H 31.00135 -3.92202 6.33183
H 32.23174 -4.49903 5.18933
H 34.59586 -2.82062 6.97986
H 34.88436 -1.15998 6.53406
H 36.90533 -2.62331 6.11215
H 36.33386 -2.03862 4.55375
H 35.91451 -3.62243 5.01581
C 26.69563 1.44394 6.24747
C 26.01901 2.25619 7.44714
N 25.11956 3.35165 6.98309
C 25.75250 4.30636 6.05013
C 27.01052 4.99409 6.66074
C 24.42963 4.02145 8.12701
C 23.60759 3.07691 8.94209
H 27.39436 2.10518 5.73499
H 25.97352 1.05845 5.52770
H 27.39009 0.66600 6.56468
H 25.46454 1.49512 7.99617
H 26.74313 2.68211 8.14164
H 25.98782 3.77361 5.12877
H 24.98741 5.04486 5.81061
H 27.43421 5.62531 5.87964
H 26.80205 5.55520 7.57168
H 27.79983 4.26504 6.84396
H 23.71157 4.71272 7.68581
H 25.11221 4.62197 8.72829
H 22.74705 3.59276 9.36809
H 24.11552 2.62188 9.79241
H 23.25427 2.29597 8.26873
C 33.52265 -3.16844 -0.74467
C 33.46585 -4.68812 -1.04485
N 33.15812 -5.58236 0.06666
C 31.82545 -5.29496 0.67528
C 31.28363 -6.48041 1.49595
C 34.16719 -5.54904 1.08706
C 35.53966 -6.02313 0.52698
H 34.21962 -2.89459 0.04738
H 32.57486 -2.68889 -0.50007
H 33.88115 -2.68161 -1.65163
H 32.65420 -4.81754 -1.76079
H 34.28725 -5.05001 -1.66324
H 31.82780 -4.33992 1.20062
H 31.05459 -5.20135 -0.08963
H 31.35806 -7.31360 0.79713
H 31.94735 -6.86300 2.27132
H 30.24463 -6.47794 1.82545
H 33.91194 -6.14169 1.96554
H 34.30773 -4.54239 1.48077
H 35.50483 -6.94832 -0.04827
H 36.26346 -6.05121 1.34149
H 35.95306 -5.25972 -0.13210
*
```

As for the SMILES: CCN(CC)CC.CCN(CC)CC.CCN(CC)CC.CCN(CC)CC.CCN(CC)CC.CCN(CC)CC.CCN(CC)CC.CCN(CC)CC.CCN(CC)CC.CCN(CC)CC.CCN(CC)CC. For the HOMO energy, the calculation gives -8.00 eV. The LUMO energy is 0.17 eV. The frontier orbital gap comes out at 8.2 eV.

Mulliken atomic charge list, values in e, 6 entries:
1. C -1.29
2. C -0.49
3. N -0.06
4. C -0.37
5. C -1.28
6. C -0.34

---

Of them, the most stable is a and the least stable is b.